C51H42Cl2N5OP2Sn | ωB97M-V with the def2-TZVPD basis set

Its HOMO energy (spin up / spin down) is -14.507 / -14.498 eV. As for the net charge: +3. For the gap between HOMO and LUMO (spin up / spin down), the calculation gives 4.2 / 5.9 eV. The max |F| is 0.016 hartree/bohr.

Structure (XYZ):
```
104
Properties=species:S:1:pos:R:3:mulliken_charge:R:1
Sn 0.2584 -0.4016 -0.2971 0.981
C 1.0277 -0.3307 3.3082 -0.907
P 0.1105 -1.7138 2.4120 0.655
C -1.2495 -2.1842 3.5266 0.764
C -2.3118 -2.8280 2.8823 -0.498
C -3.3787 -3.3227 3.6147 -0.673
C -3.3948 -3.1775 4.9950 -0.661
C -2.3532 -2.5222 5.6361 -0.733
C -1.2859 -2.0166 4.9078 -0.484
C 1.3488 -3.0392 2.5752 0.826
C 2.0728 -3.4114 1.4418 -0.201
C 3.0259 -4.4145 1.5209 -0.827
C 3.2728 -5.0367 2.7363 -0.558
C 2.5752 -4.6502 3.8725 -0.728
C 1.6106 -3.6584 3.7958 -0.472
C 0.5454 0.9685 2.8281 0.164
C 0.1815 2.1388 3.5744 -1.099
C 0.0459 3.1480 2.6663 -1.234
C 0.3118 2.5702 1.3765 0.507
C 0.4624 3.2575 0.0794 -0.896
P -0.2045 2.1973 -1.3012 1.767
C 0.7988 2.7233 -2.7136 0.572
C 2.0836 2.1694 -2.7463 -0.807
C 2.9628 2.5034 -3.7606 -0.784
C 2.5572 3.3853 -4.7548 -0.593
C 1.2822 3.9305 -4.7318 -0.791
C 0.3967 3.6023 -3.7145 -0.429
C -1.8956 2.7986 -1.5418 0.775
C -2.5246 2.5816 -2.7713 -0.793
C -3.8384 2.9773 -2.9651 -0.956
C -4.5359 3.5918 -1.9332 -0.790
C -3.9297 3.7759 -0.6984 -0.933
C -2.6201 3.3659 -0.4935 -0.470
N 0.5572 1.2478 1.4934 0.115
H 2.0567 -0.4776 2.9671 0.438
H 0.9961 -0.4299 4.3898 0.612
H -2.2767 -2.9572 1.8053 0.305
H -4.1933 -3.8284 3.1127 0.478
H -4.2201 -3.5743 5.5705 0.426
H -2.3674 -2.4114 6.7121 0.446
H -0.4958 -1.5013 5.4393 0.308
H 1.8957 -2.9114 0.4974 0.172
H 3.5811 -4.7074 0.6396 0.442
H 4.0110 -5.8248 2.7971 0.422
H 2.7907 -5.1195 4.8229 0.431
H 1.0633 -3.3736 4.6856 0.376
H 0.0940 2.1998 4.6475 0.568
H -0.1520 4.1931 2.8471 0.582
H 1.5274 3.3444 -0.1614 0.590
H 0.0329 4.2585 0.0786 0.500
H 2.3883 1.4848 -1.9586 0.350
H 3.9591 2.0829 -3.7830 0.450
H 3.2385 3.6500 -5.5522 0.424
H 0.9766 4.6182 -5.5087 0.455
H -0.5929 4.0382 -3.7023 0.480
H -1.9776 2.1120 -3.5807 0.680
H -4.3098 2.8243 -3.9281 0.495
H -5.5454 3.9459 -2.0968 0.477
H -4.4729 4.2570 0.1046 0.509
H -2.1693 3.4924 0.4837 0.340
C -12.4618 -0.7043 -6.3505 -0.835
O -11.1445 -0.9787 -6.8569 -0.357
C -10.1021 -0.9750 -6.0839 0.884
C -10.1515 -0.8338 -4.6712 -0.519
C -8.9907 -0.7543 -3.9610 -0.724
C -7.7358 -0.8066 -4.6173 0.494
C -7.6955 -1.0212 -6.0233 -0.544
C -8.8453 -1.1130 -6.7375 -0.653
C -6.4912 -0.6846 -3.9265 0.115
N -5.3119 -0.8711 -4.5142 -0.856
C -4.3890 -0.7179 -3.5525 1.444
C -4.9994 -0.4103 -2.3268 -0.454
N -6.3323 -0.3954 -2.5869 -0.003
C -4.2568 -0.2060 -1.1266 1.140
C -4.8239 0.0632 0.1275 -0.578
C -4.0035 0.2241 1.2179 -1.795
C -2.6315 0.0928 1.0417 -0.613
N -2.0724 -0.1602 -0.1359 1.256
C -2.8506 -0.3014 -1.2295 -0.527
C -2.2104 -0.5787 -2.5057 -0.320
N -0.8697 -0.6073 -2.5310 0.422
C -0.2444 -0.8905 -3.6605 -0.925
C -0.9197 -1.1826 -4.8452 -1.128
C -2.2953 -1.1462 -4.8482 -0.713
C -2.9650 -0.8206 -3.6628 0.736
H -13.1040 -0.6492 -7.2221 0.264
H -12.4824 0.2474 -5.8196 0.383
H -12.8035 -1.5053 -5.6947 0.374
H -11.1012 -0.7975 -4.1565 0.480
H -9.0436 -0.6692 -2.8835 0.344
H -6.7315 -1.1042 -6.5023 0.548
H -8.8444 -1.2606 -7.8091 0.481
H -7.0707 -0.2001 -1.9316 0.238
H -5.8989 0.1295 0.2360 0.545
H -4.4002 0.4315 2.2012 0.667
H -1.9529 0.1835 1.8810 0.416
H 0.8396 -0.8950 -3.6168 0.624
H -0.3639 -1.4456 -5.7339 0.532
H -2.8753 -1.3701 -5.7336 0.642
Cl -0.7961 -3.3327 -0.7458 -0.046
C -0.9207 -5.0147 -1.3052 -0.582
Cl -2.4303 -5.2664 -2.1872 -0.139
H -0.9073 -5.6505 -0.4279 0.361
H -0.0844 -5.2164 -1.9631 0.354
```